[1]
{"formula": "C50H57N8S2Ti", "method": "the ωB97M-V functional and the def2-TZVPD basis", "symbols": ["Ti", "C", "C", "N", "N", "C", "N", "S", "C", "C", "C", "C", "C", "N", "H", "H", "H", "H", "H", "H", "H", "H", "H", "C", "C", "C", "C", "C", "C", "C", "C", "C", "C", "C", "C", "N", "C", "C", "N", "C", "C", "C", "C", "C", "C", "C", "C", "C", "C", "C", "C", "C", "C", "C", "C", "C", "C", "C", "C", "C", "C", "H", "H", "H", "H", "H", "H", "H", "H", "H", "H", "H", "H", "H", "H", "H", "H", "H", "H", "H", "H", "H", "H", "H", "H", "H", "H", "H", "H", "H", "H", "H", "H", "H", "H", "H", "H", "H", "H", "H", "H", "C", "C", "C", "C", "N", "C", "S", "N", "C", "H", "H", "H", "H", "H", "H", "H", "H"], "positions_angstrom": [[-0.49169, -0.11768, -0.32650], [1.26548, 0.05185, 3.81922], [0.31892, -0.15627, 2.67042], [0.64320, 0.20774, 1.45594], [1.87312, 0.74197, 1.37293], [2.57550, 0.54594, 0.29161], [3.83066, 1.04865, 0.26862], [2.01215, -0.36774, -1.03489], [-0.87767, -0.92833, 2.90420], [-1.03802, -1.59205, 4.13260], [-2.07697, -2.47634, 4.30622], [-2.95786, -2.66499, 3.25107], [-2.75459, -1.93827, 2.08910], [-1.74338, -1.10033, 1.88766], [1.99885, 0.80173, 3.54017], [1.79963, -0.87365, 4.04125], [0.73375, 0.37897, 4.70966], [4.18402, 1.44436, 1.12395], [4.49280, 0.64349, -0.37251], [-0.32696, -1.44142, 4.92615], [-2.19384, -3.01398, 5.23578], [-3.77885, -3.36076, 3.33096], [-3.45708, -2.04888, 1.27284], [-5.24566, 1.71926, 0.20657], [-4.32585, 0.84955, 1.07912], [-5.23685, 0.02679, 2.00031], [-3.31799, 1.69963, 1.82509], [-3.68369, 2.22194, 3.05702], [-2.82944, 3.03631, 3.77137], [-1.61396, 3.39988, 3.22662], [-1.20729, 2.91255, 1.99126], [0.09129, 3.42328, 1.39460], [-0.17583, 4.72414, 0.62644], [1.16179, 3.70248, 2.45474], [-2.04460, 2.00978, 1.30108], [-1.59305, 1.45143, 0.06848], [-1.95282, 2.07218, -1.08022], [-1.37221, 1.59710, -2.28027], [-0.44933, 0.61628, -2.21915], [0.48804, 0.63029, -3.30739], [0.51767, -0.32303, -4.34397], [1.54541, -0.28116, -5.28166], [2.51685, 0.69561, -5.25020], [2.41954, 1.69622, -4.30637], [1.42218, 1.69591, -3.34491], [1.43081, 2.83391, -2.34350], [2.84486, 3.13744, -1.83458], [0.88038, 4.12689, -2.95877], [-0.45820, -1.46695, -4.53939], [-1.89088, -1.11472, -4.17423], [0.04593, -2.67804, -3.75110], [-1.88515, 2.37683, -3.40247], [-1.71764, 2.38563, -4.76921], [-2.40974, 3.35393, -5.52136], [-3.20762, 4.31264, -4.94665], [-3.38317, 4.34965, -3.54326], [-4.09637, 5.30744, -2.78532], [-4.09921, 5.23489, -1.41391], [-3.44512, 4.21539, -0.69701], [-2.77064, 3.24168, -1.40126], [-2.73797, 3.35079, -2.81913], [-6.12755, 1.15185, -0.08834], [-4.74357, 2.06254, -0.69077], [-5.58284, 2.59304, 0.75951], [-3.76290, 0.16769, 0.43283], [-6.00711, 0.65482, 2.44184], [-4.68747, -0.46319, 2.80013], [-5.74596, -0.73593, 1.41207], [-4.65671, 1.99412, 3.46157], [-3.12530, 3.41981, 4.73348], [-0.97821, 4.07722, 3.77482], [0.48092, 2.67725, 0.68413], [-0.61303, 5.46863, 1.28828], [-0.85677, 4.56503, -0.20483], [0.76131, 5.12348, 0.24547], [0.92728, 4.61488, 2.99833], [2.13018, 3.84157, 1.98016], [1.24141, 2.88503, 3.16447], [1.57241, -1.03314, -6.05912], [3.32797, 0.68324, -5.96064], [3.14457, 2.49295, -4.31035], [0.80957, 2.55631, -1.47998], [3.39945, 3.72605, -2.55951], [3.39117, 2.22488, -1.63588], [2.79091, 3.71342, -0.91364], [1.41440, 4.36394, -3.87632], [1.02558, 4.95071, -2.26254], [-0.17735, 4.05508, -3.18985], [-0.45175, -1.73187, -5.60343], [-1.94190, -0.92366, -3.10995], [-2.56124, -1.93458, -4.42563], [-2.22217, -0.23016, -4.71194], [0.25217, -2.39224, -2.71905], [0.96836, -3.04534, -4.19355], [-0.68386, -3.48428, -3.75499], [-1.05204, 1.70202, -5.27532], [-2.27713, 3.35615, -6.59317], [-3.69006, 5.05872, -5.55731], [-4.61587, 6.10516, -3.29253], [-4.62286, 5.98653, -0.84358], [-3.47295, 4.21201, 0.38288], [-4.00906, -5.56130, -0.52741], [-3.42096, -4.21549, -0.73671], [-4.08435, -3.11461, -1.22191], [-3.41256, -1.88244, -1.35226], [-2.13751, -1.72242, -0.94958], [-1.49396, -2.80309, -0.47313], [0.06575, -2.71522, 0.10437], [-2.11292, -4.03063, -0.41651], [-4.16716, -0.75394, -1.96365], [-4.19867, -6.05263, -1.48074], [-4.96304, -5.48337, -0.01115], [-3.34061, -6.18770, 0.05947], [-5.11507, -3.18475, -1.52717], [-1.54786, -4.79611, -0.06549], [-5.12337, -0.62884, -1.45750], [-4.39206, -0.99767, -3.00232], [-3.60509, 0.17716, -1.92931]], "atomic_forces_ev_per_a": [[-0.1, -1.5, -0.7], [0.0, 0.3, -0.2], [1.0, 0.6, -0.4], [-0.2, -0.7, 0.7], [1.1, 1.1, 0.5], [-0.5, -0.6, 0.2], [0.1, -0.1, 0.2], [-0.2, 0.0, 0.0], [-0.9, -0.6, 0.2], [0.2, 0.3, -0.3], [-0.3, -0.1, -0.3], [0.2, 0.1, 0.1], [-0.1, -0.1, -0.1], [0.4, 0.3, 0.2], [0.0, -0.1, 0.1], [0.0, 0.0, 0.0], [-0.1, -0.1, 0.1], [0.0, -0.1, 0.0], [-0.1, 0.1, 0.0], [0.0, 0.0, 0.0], [0.0, 0.0, 0.0], [-0.1, 0.0, 0.0], [0.0, 0.0, 0.0], [0.2, -0.3, -0.2], [-0.2, 0.0, 0.0], [0.3, 0.0, -0.1], [0.3, -0.2, -0.2], [0.1, 0.0, 0.0], [0.0, 0.1, -0.1], [-0.1, -0.1, 0.0], [0.2, -0.2, -0.3], [0.1, 0.0, -0.1], [0.0, -0.3, 0.0], [-0.2, -0.2, -0.2], [-0.3, 0.5, 0.8], [0.4, 0.1, 0.1], [0.4, -0.3, -1.5], [-0.8, 0.6, 0.9], [0.1, -0.2, 0.7], [0.6, 0.2, -0.8], [-0.1, -0.1, 0.1], [0.1, 0.2, 0.0], [-0.1, -0.1, 0.0], [-0.1, 0.0, -0.1], [-0.2, -0.2, 0.2], [0.0, 0.2, 0.2], [-0.2, -0.2, -0.1], [-0.2, -0.1, 0.2], [-0.2, -0.1, 0.3], [0.2, -0.1, 0.0], [-0.1, 0.2, -0.1], [-0.3, 0.2, -0.4], [0.0, -0.1, 0.5], [-0.2, 0.3, -0.2], [0.1, 0.0, -0.1], [0.3, -0.4, 0.3], [0.0, 0.0, 0.1], [-0.2, 0.2, -0.1], [0.4, -0.5, -0.2], [-0.4, 0.4, -0.1], [0.1, 0.0, 0.0], [-0.1, -0.1, 0.0], [-0.1, 0.0, 0.0], [-0.1, 0.1, 0.1], [0.0, 0.0, 0.1], [-0.1, 0.0, 0.1], [0.0, 0.0, 0.1], [-0.1, -0.1, 0.0], [-0.1, -0.1, 0.1], [-0.1, 0.1, 0.2], [0.1, 0.1, 0.0], [-0.1, 0.3, 0.3], [-0.1, 0.1, 0.1], [0.0, 0.1, -0.1], [0.1, 0.1, -0.1], [0.0, 0.1, 0.1], [0.1, 0.0, -0.1], [0.1, -0.1, 0.1], [0.0, -0.1, 0.0], [0.1, 0.1, -0.1], [0.1, 0.1, 0.0], [0.1, 0.0, -0.2], [0.1, 0.1, -0.1], [0.1, 0.1, -0.1], [0.0, 0.1, 0.1], [0.1, 0.0, -0.1], [0.0, 0.1, 0.1], [-0.1, 0.1, -0.1], [0.1, 0.1, 0.1], [-0.1, 0.1, -0.2], [-0.1, -0.2, 0.0], [-0.1, 0.1, 0.0], [0.0, -0.1, 0.1], [0.1, -0.1, 0.1], [-0.1, -0.2, 0.0], [0.0, 0.0, 0.0], [0.0, 0.0, -0.1], [-0.1, 0.1, -0.2], [-0.1, 0.1, 0.0], [-0.1, 0.1, 0.0], [0.0, 0.0, 0.1], [0.0, -0.2, 0.0], [0.5, 0.6, -0.1], [0.2, -0.1, 0.1], [0.2, 0.0, 0.1], [-0.7, -0.1, 0.0], [0.7, -1.1, 0.4], [0.0, 0.4, -0.3], [-0.9, 0.2, -0.3], [0.2, 0.2, 0.1], [0.0, 0.0, -0.1], [0.0, 0.0, 0.0], [0.0, -0.1, 0.0], [-0.1, 0.0, 0.0], [-0.1, 0.1, 0.0], [0.0, 0.0, 0.1], [0.1, 0.0, -0.1], [0.0, 0.0, 0.0]], "homo_lumo_gap_ev": [5.3, 5.3], "charge": 1}

***

[2]
{"formula": "C28H27F5N5O9SSeSiTb", "method": "the ωB97M-V functional and the def2-TZVPD basis", "symbols": ["Tb", "O", "C", "O", "C", "C", "C", "C", "C", "C", "O", "N", "O", "O", "N", "O", "O", "H", "H", "C", "N", "C", "N", "O", "H", "H", "H", "H", "H", "H", "Se", "C", "N", "O", "S", "C", "C", "C", "C", "H", "H", "H", "H", "H", "H", "H", "H", "C", "Si", "C", "C", "C", "C", "C", "C", "C", "H", "H", "H", "H", "H", "H", "H", "H", "H", "H", "H", "F", "C", "C", "C", "F", "C", "F", "C", "F", "C", "F"], "positions_angstrom": [[-0.68030, -0.54406, 1.36928], [-3.98680, -1.89236, -1.07322], [-3.34760, -1.01676, -0.49832], [-2.67120, -1.15436, 0.55918], [-3.36270, 0.38254, -1.14752], [-4.40390, 0.69384, -1.96672], [-4.45120, 1.92034, -2.67012], [-3.37310, 2.78894, -2.59682], [-2.31000, 2.50384, -1.76352], [-2.28030, 1.31874, -0.91482], [-1.36020, 1.12334, -0.09992], [-1.21510, 3.37884, -1.76672], [-0.48820, 3.45914, -0.78452], [-0.98910, 4.01874, -2.79922], [-5.56230, 2.25904, -3.45392], [-6.52740, 1.50164, -3.47322], [-5.53300, 3.30354, -4.10752], [-5.20330, -0.02456, -2.08752], [-3.37950, 3.71434, -3.15642], [1.50360, 3.16554, 1.27478], [2.18870, 2.54774, 2.38728], [2.16500, 1.21964, 2.63378], [2.92090, 0.81624, 3.71448], [1.60090, 0.40634, 1.90598], [0.79920, 3.92724, 1.61228], [0.94360, 2.40784, 0.72738], [2.23100, 3.63434, 0.60898], [2.61500, 3.16384, 3.06038], [2.94430, 1.44164, 4.50578], [2.72490, -0.14206, 3.97048], [-1.21330, -2.14796, 6.36388], [-1.02990, -1.81136, 4.67408], [-0.88390, -1.58306, 3.54158], [0.91660, 0.25204, -0.78072], [2.23470, 0.43904, -1.39522], [2.33210, 2.12704, -2.16502], [3.40050, 1.93444, -3.21982], [3.04900, 0.65024, -3.99332], [2.09780, -0.18316, -3.13772], [2.59860, 2.86754, -1.41942], [1.36460, 2.37254, -2.58872], [4.36950, 1.82334, -2.72742], [3.46310, 2.79144, -3.88942], [3.95740, 0.09194, -4.22522], [2.57020, 0.90824, -4.93972], [2.31660, -1.24706, -3.15822], [1.05370, -0.03516, -3.41162], [-0.15130, -2.74136, -1.81142], [0.56320, -2.77256, 0.03058], [2.53290, -2.59456, -0.25652], [0.65710, -4.73916, 0.18118], [1.29060, -5.50666, -0.79582], [1.41210, -6.88026, -0.68712], [0.88150, -7.53636, 0.41168], [0.22690, -6.80016, 1.38488], [0.12250, -5.42256, 1.26908], [0.45450, -3.23396, -2.57212], [-0.30680, -1.71046, -2.12122], [-1.13250, -3.20956, -1.82342], [2.84350, -2.71316, -1.29332], [3.07010, -3.34096, 0.32368], [2.86770, -1.61906, 0.08948], [1.71100, -5.01686, -1.66462], [1.92880, -7.44866, -1.45472], [0.98110, -8.61316, 0.50288], [-0.19430, -7.30856, 2.24368], [-0.38350, -4.86576, 2.04848], [-3.16990, 2.53424, 1.52258], [-2.18670, 2.68114, 2.43668], [-1.40380, 1.57284, 2.77628], [-0.50750, 1.87334, 3.79948], [0.25920, 0.84964, 4.28898], [-0.29390, 3.12294, 4.36608], [0.69840, 3.32914, 5.27888], [-1.07600, 4.18554, 3.94488], [-0.87940, 5.42454, 4.45818], [-2.06490, 3.94894, 3.00038], [-2.85990, 4.97834, 2.62468]], "atomic_forces_ev_per_a": [[-0.6, 0.8, -0.1], [0.0, 0.1, 0.2], [-0.8, 0.4, -1.4], [1.0, -0.2, 1.1], [0.2, -0.3, 0.3], [-0.1, 0.2, -0.1], [1.3, -0.3, 0.9], [-0.2, 0.1, -0.1], [-1.0, -1.1, 0.4], [-0.4, 0.3, -0.4], [0.1, -0.3, 0.2], [1.2, 0.8, 0.0], [-0.3, 0.2, -0.3], [0.0, 0.1, 0.0], [-0.9, 0.3, -0.8], [0.1, 0.0, 0.0], [0.0, -0.1, 0.1], [0.1, 0.0, 0.0], [0.0, -0.1, 0.0], [-0.2, -0.1, -0.1], [0.0, 0.1, 0.1], [0.6, 0.3, 0.2], [0.2, -0.2, -0.1], [-0.3, -0.2, -0.1], [0.0, -0.1, 0.0], [0.1, 0.1, 0.0], [-0.1, 0.0, -0.1], [0.0, -0.2, 0.0], [-0.1, 0.0, 0.0], [-0.1, 0.1, 0.0], [-0.2, -0.3, 1.7], [0.2, 0.2, -1.4], [0.0, 0.0, -0.4], [-0.8, -0.3, 0.4], [0.6, 0.7, -1.5], [0.2, -0.4, 0.4], [0.0, 0.0, 0.0], [0.2, 0.0, -0.1], [0.2, -0.1, 0.4], [-0.1, 0.0, 0.1], [-0.3, 0.0, 0.0], [0.0, 0.0, -0.1], [0.0, 0.1, 0.1], [-0.1, 0.0, -0.1], [0.0, -0.1, 0.0], [-0.1, -0.1, 0.1], [-0.1, 0.0, 0.2], [0.1, 0.3, 0.7], [1.2, -1.7, -1.5], [-0.7, 0.3, 0.3], [-0.4, 0.7, 0.2], [0.1, 0.1, -0.1], [0.1, -0.1, -0.1], [0.0, -0.2, 0.1], [0.0, -0.3, 0.1], [0.0, 0.0, 0.1], [0.3, -0.1, 0.0], [0.0, 0.2, -0.1], [-0.2, -0.1, 0.1], [0.0, 0.0, -0.3], [0.0, -0.2, 0.2], [0.2, 0.1, 0.1], [0.1, 0.1, -0.1], [0.0, 0.0, 0.0], [0.0, 0.0, 0.0], [0.0, 0.0, 0.1], [0.0, 0.0, 0.0], [-0.1, 0.2, -0.1], [0.4, -0.6, 0.3], [0.3, 1.2, 0.9], [-0.6, -0.3, -0.4], [0.0, 0.5, 0.3], [0.1, -0.1, 0.0], [-0.2, 0.0, -0.2], [0.1, -0.1, 0.1], [-0.1, -0.3, -0.1], [0.0, 0.0, -0.2], [0.1, -0.2, 0.0]], "homo_lumo_gap_ev": [6.2, 6.2], "charge": -2, "s2": 12.6675, "de_lowest_kj_mol": 0.0, "multiplicity": 7}

***

[3]
{"formula": "C10H13N3OS", "method": "the ωB97M-V functional and the def2-TZVPD basis", "symbols": ["C", "C", "C", "C", "C", "C", "C", "C", "C", "C", "N", "N", "N", "O", "S", "H", "H", "H", "H", "H", "H", "H", "H", "H", "H", "H", "H", "H"], "positions_angstrom": [[-1.70087, 1.77837, -0.40848], [1.88521, -1.53983, 0.18112], [0.61899, -1.16060, 0.10112], [-2.94470, -0.25014, 0.92088], [3.02566, -0.52234, 0.23113], [2.62020, 0.69841, 0.84489], [1.27816, 1.28919, 0.24007], [-1.04396, 0.51519, -0.65656], [0.12753, 0.23143, 0.40752], [-2.16787, -0.49534, -0.41792], [-2.07603, 2.83742, -0.15919], [-4.28140, -0.30462, 0.68897], [-2.90322, -0.47688, -1.59945], [-2.52884, -0.22647, 2.06509], [-0.83666, -2.23031, -0.12322], [2.13157, -2.52590, 0.26627], [3.88828, -1.01894, 0.79012], [3.38275, -0.44033, -0.85894], [2.48589, 0.59385, 1.90745], [3.44372, 1.52750, 0.67112], [0.92474, 2.23010, 0.80961], [1.25364, 1.56236, -0.75176], [-0.52323, 0.43738, -1.66748], [-0.31138, 0.35344, 1.35711], [-4.54726, -0.31621, -0.21180], [-4.91876, -0.00466, 1.52000], [-3.75637, -0.98699, -1.84088], [-2.14801, -0.62476, -2.27986]], "atomic_forces_ev_per_a": [[0.9, 1.6, -0.3], [-0.3, 2.6, 0.0], [-1.8, -0.3, 0.8], [-0.8, -1.7, 0.6], [1.5, -4.0, -1.7], [0.0, 5.4, -0.8], [-1.2, -0.4, 3.9], [1.6, -0.8, 1.4], [0.7, 1.5, -2.9], [2.0, -1.4, 1.0], [-0.3, -0.4, -0.1], [-0.1, 1.0, 5.3], [0.5, -0.5, -1.3], [0.8, 0.6, -1.2], [-0.7, 1.8, -0.1], [0.6, -2.6, -0.4], [-0.9, 0.7, -0.7], [-0.3, 0.3, 1.5], [-0.1, -0.1, 0.5], [-1.5, -1.5, 0.6], [0.8, -1.4, -0.7], [0.9, 0.5, -2.5], [-1.2, 0.1, 1.0], [-0.4, -0.5, 1.3], [-1.8, 0.4, -3.2], [1.6, -0.9, -2.5], [0.8, -0.3, 0.7], [-1.3, 0.1, -0.5]], "homo_lumo_gap_ev": 8.3, "de_lowest_kj_mol": 211.4}